Density functional theory data (ωB97M-V with the def2-TZVPD basis set) for 2 unconnected molecules or ions with the total composition C9H14O in a non-equilibrium geometry.

Atoms and positions in Å:
C -3.2086 0.5918 0.7231
C 0.5515 1.0165 0.4182
C -0.7553 1.0881 0.8496
C 0.7471 0.5946 -0.9022
C -1.8346 0.5991 0.1006
C -0.2786 0.1352 -1.6924
C -1.5639 0.1041 -1.1591
O 1.9489 0.8705 -1.5143
H 1.3607 1.4434 0.9952
H -0.9861 1.5447 1.8023
H 2.6634 0.9617 -0.8749
H -0.0908 -0.2284 -2.6911
H -3.2649 1.2763 1.5669
H -3.4827 -0.4074 1.0617
H -2.3980 -0.3083 -1.7250
H -3.9478 0.8782 -0.0288
C 1.3282 -2.2657 1.7358
C 2.2689 -1.7072 0.6839
H 1.1441 -3.3373 1.6132
H 1.7884 -2.1789 2.7246
H 0.3989 -1.7015 1.7642
H 3.1179 -2.3515 0.4718
H 1.7938 -1.5387 -0.2797
H 2.7251 -0.7758 1.0356

## Properties
SMILES string: Cc1ccc(O)cc1.CC
Maximum force (hartree/bohr): 0.0325
HOMO energy (eV): -8.356
Lowest unoccupied orbital energy (eV): 0.93
Calculated total energy (eV): -11607.3334
2S+1: 1

So, what does the Löwdin scheme give us? The charges, in e, come out as: C -0.056; C -0.037; C -0.052; C -0.357; C -0.289; C -0.015; C -0.044; O 0.033; H 0.118; H 0.109; H 0.098; H 0.119; H 0.072; H 0.079; H 0.116; H 0.077; C -0.152; C -0.176; H 0.065; H 0.064; H 0.053; H 0.065; H 0.051; H 0.060

Density functional theory data (ωB97M-V with the def2-TZVPD basis set) for a molecular structure, C18H37CrN3O2PSe2Te2 in a non-equilibrium geometry.

Atoms and positions in Å:
Cr -0.2828 -0.3143 0.1204
Se -1.8379 0.4212 1.6783
Te -1.2895 -0.0664 4.0465
Te -0.0395 -2.9877 3.0970
Se -0.5953 -2.5391 0.7292
N -0.6155 1.9505 -0.8297
C -2.0098 2.0790 -1.2938
C -2.3058 1.2558 -2.5438
C -1.6803 -0.1409 -2.5967
O -1.5732 -0.6973 -3.6826
O -1.3308 -0.6462 -1.4724
H -0.4811 2.5407 -0.0150
H 0.0255 2.2671 -1.5516
H -2.2598 3.1269 -1.4979
H -2.6483 1.7565 -0.4731
H -2.0129 1.7787 -3.4567
H -3.3866 1.1048 -2.6019
N 1.1654 -0.0236 1.4247
C 1.7349 -0.0625 2.4327
N 2.4895 -0.1576 3.4920
C 3.3752 -1.3159 3.6532
C 3.0797 -2.0640 4.9600
C 2.4040 -1.1455 5.9839
C 2.9438 0.2751 5.8508
C 2.4496 0.8726 4.5378
H 4.4097 -0.9570 3.6296
H 3.2216 -1.9689 2.7955
H 4.0235 -2.4498 5.3552
H 2.4268 -2.9087 4.7444
H 2.5541 -1.5314 6.9933
H 1.3273 -1.1314 5.7903
H 4.0383 0.2606 5.8848
H 2.6061 0.9145 6.6674
H 3.0493 1.7383 4.2369
H 1.4069 1.1802 4.6367
C 1.3392 0.5274 -4.0854
C 2.6206 0.3194 -3.2754
C 3.6340 -0.4698 -4.1047
P 2.2051 -0.2829 -1.5529
C 2.3995 -2.1268 -1.4761
C 3.7761 -2.7840 -1.5626
C 1.4009 -2.7728 -2.4416
C 3.6305 0.4172 -0.5669
C 3.2919 1.8676 -0.2049
C 5.0341 0.3779 -1.1737
H 1.5801 0.9086 -5.0826
H 0.6727 1.2457 -3.6050
H 0.7697 -0.3945 -4.2000
H 3.0495 1.3099 -3.0772
H 3.2189 -1.4270 -4.4196
H 4.5651 -0.6577 -3.5761
H 3.8733 0.0947 -5.0112
H 2.0183 -2.3259 -0.4667
H 4.2609 -2.6310 -2.5267
H 3.6524 -3.8623 -1.4259
H 4.4448 -2.4358 -0.7743
H 1.7720 -2.7523 -3.4687
H 0.4271 -2.2785 -2.4241
H 1.2439 -3.8163 -2.1607
H 3.6313 -0.1753 0.3535
H 3.2774 2.4922 -1.1035
H 4.0468 2.2842 0.4685
H 2.3195 1.9435 0.2793
H 5.0969 1.0143 -2.0588
H 5.3529 -0.6236 -1.4514
H 5.7535 0.7667 -0.4462

## Properties
Maximum force (hartree/bohr): 0.0448
Total charge: -1
HOMO energy (alpha / beta) (eV): -2.664 / -3.235
Lowest unoccupied orbital energy (alpha / beta) (eV): 2.34 / 2.33
Calculated total energy (eV): -210825.4594
2S+1: 5

So, what does the Löwdin scheme give us? The charges, in e, come out as: Cr -0.140; Se -0.053; Te 0.128; Te 0.156; Se -0.037; N -0.041; C -0.277; C -0.098; C -0.651; O 0.016; O -0.242; H 0.064; H 0.073; H 0.107; H 0.042; H 0.108; H 0.121; N 0.016; C -0.334; N -0.080; C -0.153; C -0.205; C -0.194; C -0.181; C -0.161; H 0.118; H 0.107; H 0.107; H 0.030; H 0.107; H 0.080; H 0.109; H 0.111; H 0.118; H 0.049; C -0.120; C -0.528; C -0.117; P 1.086; C -0.562; C -0.112; C -0.123; C -0.549; C -0.140; C -0.123; H 0.077; H 0.056; H 0.063; H 0.087; H 0.066; H 0.046; H 0.076; H 0.039; H 0.058; H 0.078; H 0.060; H 0.066; H 0.050; H 0.081; H 0.087; H 0.068; H 0.075; H 0.042; H 0.069; H 0.048; H 0.075